# C30H36Ge2IrN2O2SbSe4

A structure of composition C30H36Ge2IrN2O2SbSe4 in a non-equilibrium geometry (wB97M-V/def2-TZVPD, the Open Molecules 2025 dataset).

Geometry (Å):
Ir 0.063 0.178 -0.498
O 0.894 2.154 -0.189
C 1.306 2.756 0.886
C 1.395 4.162 0.894
C 1.887 4.841 1.994
C 2.304 4.150 3.131
C 2.220 2.768 3.134
C 1.730 2.054 2.041
C 1.720 0.592 2.145
N 1.319 -0.272 1.294
N 1.545 -1.595 1.613
C 0.429 -2.330 1.600
O -0.744 -1.926 1.539
C 0.694 -3.822 1.609
C 1.907 -4.368 2.023
C 2.148 -5.726 1.870
C 1.188 -6.548 1.287
C -0.033 -6.015 0.903
C -0.280 -4.660 1.082
H 1.088 4.688 -0.002
H 1.957 5.923 1.963
H 2.703 4.680 3.986
H 2.540 2.207 4.007
H 2.109 0.190 3.082
H 2.656 -3.715 2.451
H 3.099 -6.142 2.186
H 1.401 -7.598 1.119
H -0.793 -6.634 0.444
H -1.224 -4.226 0.793
C 3.211 -1.617 -4.142
C 2.343 -1.779 -2.887
Ge 1.888 -0.098 -2.004
C 3.514 0.699 -1.139
C 4.566 1.196 -2.160
C 1.323 1.229 -3.380
C 0.173 1.907 -3.423
Ge -1.270 1.511 -2.034
C -2.872 0.758 -2.881
C -3.952 1.711 -3.412
C -1.913 3.004 -0.863
C -1.943 4.427 -1.460
C -0.060 2.925 -4.513
C 0.905 3.265 -5.472
C 0.647 4.199 -6.461
C -0.584 4.842 -6.525
C -1.554 4.518 -5.592
C -1.290 3.570 -4.611
H 3.332 -2.578 -4.648
H 4.208 -1.242 -3.908
H 2.754 -0.924 -4.852
H 2.852 -2.403 -2.147
H 1.423 -2.298 -3.140
H 3.970 -0.036 -0.472
H 3.183 1.548 -0.546
H 5.012 0.373 -2.721
H 5.378 1.729 -1.657
H 4.121 1.887 -2.880
H 2.078 1.455 -4.135
H -3.311 0.135 -2.101
H -2.575 0.065 -3.668
H -4.151 2.538 -2.724
H -4.887 1.165 -3.552
H -3.681 2.132 -4.381
H -1.261 3.024 0.007
H -2.914 2.727 -0.518
H -1.024 4.651 -2.005
H -2.052 5.177 -0.671
H -2.775 4.560 -2.156
H 1.874 2.788 -5.452
H 1.414 4.427 -7.192
H -0.783 5.575 -7.298
H -2.524 5.002 -5.618
H -2.065 3.319 -3.903
Se -3.802 -2.921 -3.950
Sb -2.264 -3.604 -2.139
Se -0.865 -1.498 -1.624
Se -0.901 -5.512 -3.174
Se -2.916 -6.248 -2.170

Gap between HOMO and LUMO (alpha / beta) ... 5.1 / 5.1 eV
F_max ... 3.07 eV/A
Charge ... -2
E_LUMO (alpha / beta) ... 0.1197 / 0.1190 Eh
E_HOMO (alpha / beta) ... -1.89 / -1.89 eV
Relative energy (zero: lowest compared OMol25 entry of this formula, charge and spin) ... 0.0 kcal/mol


# C30H36N3O2

A cluster of 2 separate species, C30H36N3O2 in total in a non-equilibrium geometry (wB97M-V/def2-TZVPD, the Open Molecules 2025 dataset).

Geometry (Å):
C -7.838 -0.929 1.582
C -7.125 0.272 1.453
C -5.775 0.244 1.087
C -5.150 -0.974 0.791
C -3.778 -0.982 0.155
N -2.683 -1.146 1.093
C -5.819 -2.174 1.057
C -7.172 -2.153 1.427
H -8.905 -0.910 1.816
H -7.623 1.229 1.621
H -5.197 1.170 1.006
H -3.755 -1.779 -0.610
H -3.629 -0.009 -0.329
H -2.773 -1.995 1.643
H -1.780 -1.123 0.632
H -5.287 -3.124 0.949
H -7.709 -3.092 1.575
C 0.235 -7.191 -3.269
O -0.538 -6.899 -2.086
C -0.386 -5.667 -1.536
C -1.181 -5.346 -0.401
C -1.067 -4.107 0.190
C -0.118 -3.151 -0.272
C 0.159 -1.956 0.474
C 1.001 -0.958 -0.020
C 1.229 0.275 0.574
N 2.201 1.115 0.171
C 2.412 2.396 0.841
C 1.168 3.288 0.837
C 1.394 4.623 1.508
C 1.168 5.807 0.799
C 1.521 7.034 1.366
C 2.036 7.080 2.668
C 2.175 5.898 3.407
C 1.847 4.669 2.829
C 3.588 2.985 0.053
O 4.152 4.053 0.266
N 3.905 2.098 -0.937
C 4.944 2.377 -1.902
C 3.091 0.892 -0.987
C 3.988 -0.347 -0.827
C 2.324 0.843 -2.320
C 0.569 -3.449 -1.485
C 0.508 -4.704 -2.059
H -0.100 -8.183 -3.557
H 0.028 -6.471 -4.075
H 1.311 -7.204 -3.048
H -1.860 -6.105 -0.015
H -1.705 -3.846 1.038
H -0.168 -1.908 1.516
H 1.533 -1.171 -0.942
H 0.622 0.619 1.417
H 2.739 2.232 1.887
H 0.859 3.443 -0.208
H 0.356 2.744 1.342
H 0.763 5.746 -0.215
H 1.403 7.950 0.783
H 2.322 8.037 3.107
H 2.552 5.925 4.429
H 1.968 3.733 3.381
H 5.379 3.353 -1.680
H 5.728 1.611 -1.855
H 4.531 2.388 -2.918
H 4.709 -0.175 -0.016
H 3.408 -1.241 -0.590
H 4.531 -0.519 -1.766
H 1.829 1.809 -2.497
H 3.037 0.642 -3.130
H 1.561 0.061 -2.325
H 1.200 -2.709 -1.979
H 1.142 -4.944 -2.915

Gap between HOMO and LUMO ... 6.2 eV
F_max ... 2.35 eV/A
Charge ... +1
E_LUMO ... -0.1752 Eh
E_HOMO ... -10.98 eV
Relative energy (zero: lowest compared OMol25 entry of this formula, charge and spin) ... 17.0 kcal/mol


# C30H37Br2F32NO6P2

A cluster of 5 separate species, C30H37Br2F32NO6P2 in total (wB97M-V/def2-TZVPD, the Open Molecules 2025 dataset).

Geometry (Å):
C 0.933 -6.571 1.161
C 2.066 -6.539 0.140
P 1.873 -5.473 -1.360
C 0.145 -5.791 -1.879
C 2.051 -3.641 -0.702
N 2.538 -3.759 0.672
C 3.008 -2.974 -1.702
Br 2.437 -3.245 -3.512
C 4.078 -2.200 -1.478
C 4.599 -1.770 -0.134
Br 5.126 -1.497 -2.889
C 0.734 -2.827 -0.756
O 0.999 -1.422 -0.838
C 1.056 -0.683 0.360
P -0.577 -3.442 0.424
C -1.799 -2.091 0.174
O -0.107 -3.125 1.981
H 0.792 -5.614 1.650
H 0.003 -6.857 0.674
H 1.145 -7.332 1.909
H 3.019 -6.290 0.597
H 2.175 -7.536 -0.289
H 0.147 -6.793 -2.305
H -0.593 -5.751 -1.086
H -0.129 -5.099 -2.672
H 3.496 -4.086 0.674
H 2.525 -2.864 1.143
H 5.298 -0.950 -0.258
H 3.818 -1.452 0.543
H 5.164 -2.580 0.326
H 0.287 -3.057 -1.724
H 1.610 0.232 0.149
H 0.069 -0.376 0.709
H 1.554 -1.186 1.189
H -1.826 -1.402 1.011
H -1.591 -1.577 -0.762
H -2.763 -2.582 0.072
H 0.820 -3.353 2.141
C 0.258 2.994 -1.603
C -1.061 2.664 -0.885
C -2.298 3.486 -1.253
F -2.139 4.787 -0.938
F -3.354 3.013 -0.543
F -0.875 2.684 0.453
F -1.363 1.385 -1.240
O 1.196 3.803 -0.912
C 1.176 5.170 -0.985
C 0.974 5.808 0.393
F -0.203 5.422 0.921
F 0.962 7.153 0.247
F 0.278 5.627 -1.880
F 2.402 5.571 -1.410
H 0.763 2.034 -1.699
H 0.083 3.355 -2.617
H -2.527 3.395 -2.318
H 1.785 5.517 1.064
C -8.973 2.731 0.092
C -9.766 4.023 -0.166
C -10.390 4.215 -1.551
F -9.445 4.276 -2.510
F -11.073 5.383 -1.555
F -9.014 5.097 0.152
F -10.825 3.989 0.696
O -7.561 2.793 0.009
C -6.886 2.593 -1.169
C -6.066 3.828 -1.556
F -6.873 4.892 -1.739
F -5.425 3.577 -2.727
F -7.702 2.205 -2.171
F -6.000 1.591 -0.962
H -9.160 2.503 1.140
H -9.373 1.896 -0.484
H -11.086 3.402 -1.775
H -5.338 4.061 -0.785
C 0.565 -8.784 7.571
C 0.941 -7.755 6.492
C 0.334 -7.926 5.097
F 0.733 -9.081 4.526
F 0.756 -6.905 4.316
F 2.284 -7.654 6.398
F 0.467 -6.555 6.938
O 1.485 -9.828 7.837
C 1.465 -11.015 7.150
C 2.787 -11.259 6.414
F 3.014 -10.281 5.516
F 2.705 -12.437 5.755
F 0.410 -11.114 6.319
F 1.352 -12.008 8.065
H 0.548 -8.212 8.497
H -0.445 -9.167 7.422
H -0.758 -7.904 5.143
H 3.612 -11.293 7.128
C 3.074 8.789 -3.870
C 3.529 8.008 -5.113
C 4.798 7.161 -4.998
F 5.876 7.929 -4.741
F 5.001 6.528 -6.177
F 3.628 8.840 -6.171
F 2.529 7.117 -5.382
O 3.395 10.167 -3.803
C 4.578 10.614 -3.273
C 5.394 11.396 -4.308
F 5.698 10.610 -5.359
F 6.546 11.807 -3.731
F 5.304 9.625 -2.717
F 4.273 11.494 -2.289
H 1.987 8.781 -3.923
H 3.338 8.267 -2.949
H 4.689 6.410 -4.210
H 4.827 12.262 -4.656

Gap between HOMO and LUMO ... 8.2 eV
F_max ... 0.93 eV/A
Charge ... 0
E_LUMO ... 0.0085 Eh
E_HOMO ... -7.94 eV


# C30H37BrI2N9O5Pb

A structure of composition C30H37BrI2N9O5Pb in a non-equilibrium geometry (wB97M-V/def2-TZVPD, the Open Molecules 2025 dataset).

Geometry (Å):
Pb -0.089 0.175 0.169
C -2.115 -1.786 -4.701
N -2.824 -1.730 -3.431
C -4.274 -1.852 -3.520
C -2.148 -1.574 -2.283
O -0.935 -1.381 -2.226
C -2.933 -1.651 -0.977
O -2.044 -1.806 0.106
C -1.620 -3.144 0.312
C -0.129 -3.202 0.613
O 0.596 -2.205 0.473
N 0.359 -4.374 1.018
C 1.772 -4.470 1.367
C -0.473 -5.533 1.343
H -2.437 -2.670 -5.253
H -1.047 -1.846 -4.514
H -2.330 -0.900 -5.301
H -4.569 -2.881 -3.732
H -4.627 -1.220 -4.335
H -4.763 -1.520 -2.610
H -3.656 -2.469 -1.000
H -3.476 -0.718 -0.810
H -1.811 -3.759 -0.573
H -2.169 -3.563 1.159
H 2.329 -3.701 0.841
H 2.143 -5.449 1.071
H 1.914 -4.346 2.442
H -0.896 -5.449 2.344
H 0.150 -6.422 1.293
H -1.282 -5.655 0.628
N -1.263 -0.359 2.116
C -1.916 -0.809 2.969
C -2.666 -1.418 3.944
C -2.720 -2.833 3.875
N -2.713 -3.979 3.743
C -3.308 -0.688 4.976
N -3.830 -0.096 5.815
Br -4.719 6.165 -1.065
C -4.020 5.405 0.516
C -4.453 5.841 1.762
N -3.976 5.335 2.894
C -3.045 4.391 2.828
C -2.565 3.893 1.622
C -3.068 4.411 0.439
C -1.499 2.838 1.577
O -0.754 2.760 2.591
O -1.434 2.153 0.526
H -5.201 6.620 1.847
H -2.669 4.011 3.770
H -2.721 4.050 -0.519
I 3.702 2.755 -0.111
C 3.603 1.136 -1.453
C 4.579 1.025 -2.431
C 4.504 -0.065 -3.283
C 3.478 -0.983 -3.118
C 2.554 -0.771 -2.111
N 2.607 0.286 -1.290
H 5.367 1.758 -2.517
H 5.245 -0.196 -4.061
H 3.396 -1.851 -3.758
H 1.731 -1.455 -1.950
C 0.104 3.214 -2.004
C -0.229 4.227 -3.140
N -0.916 3.536 -4.225
C -2.149 2.946 -3.720
C -1.811 1.887 -2.630
N -0.358 1.871 -2.390
C 0.324 1.483 -3.630
C -0.053 2.490 -4.760
H -0.374 3.487 -1.066
H 1.181 3.163 -1.839
H 0.680 4.678 -3.539
H -0.871 5.031 -2.778
H -2.686 2.492 -4.555
H -2.775 3.745 -3.318
H -2.100 0.888 -2.966
H -2.313 2.094 -1.687
H 0.026 0.465 -3.877
H 1.400 1.486 -3.446
H -0.584 1.987 -5.571
H 0.837 2.958 -5.182
I 1.329 1.777 3.164
C 1.770 0.242 2.032
H 1.565 -0.721 2.481
H 2.602 0.368 1.349

Gap between HOMO and LUMO (alpha / beta) ... 4.6 / 4.6 eV
F_max ... 1.78 eV/A
Charge ... +1
E_LUMO (alpha / beta) ... -0.2053 / -0.2053 Eh
E_HOMO (alpha / beta) ... -10.16 / -10.16 eV
Relative energy (zero: lowest compared OMol25 entry of this formula, charge and spin) ... 28.9 kcal/mol


# C30H37ClCrF3IN5O7SSi2

A structure of composition C30H37ClCrF3IN5O7SSi2 in a non-equilibrium geometry (wB97M-V/def2-TZVPD, the Open Molecules 2025 dataset).

Geometry (Å):
Cr 0.526 -0.286 -0.268
C 5.139 -1.304 0.100
Si 3.609 -0.728 1.050
C 4.195 0.366 2.492
C 2.941 -2.250 1.924
N 2.493 0.083 0.025
C 2.852 1.322 -0.524
C 4.114 1.917 -0.431
C 4.388 3.171 -0.985
C 3.386 3.860 -1.644
C 2.128 3.271 -1.778
C 1.850 1.998 -1.270
N 0.661 1.305 -1.467
Si -0.195 1.542 -2.953
C 1.002 1.918 -4.366
C -1.243 0.102 -3.553
C -1.399 3.012 -2.788
H 5.460 -2.301 0.420
H 5.985 -0.618 0.228
H 4.898 -1.339 -0.969
H 4.581 -0.257 3.309
H 3.360 0.958 2.883
H 4.983 1.068 2.202
H 3.796 -2.794 2.343
H 2.414 -2.922 1.239
H 2.270 -1.999 2.750
H 4.921 1.382 0.060
H 5.384 3.591 -0.903
H 3.576 4.841 -2.068
H 1.335 3.799 -2.301
H 1.983 1.497 -4.121
H 1.133 2.987 -4.553
H 0.657 1.436 -5.289
H -0.634 -0.549 -4.188
H -2.081 0.485 -4.143
H -1.626 -0.521 -2.741
H -1.118 3.641 -1.937
H -2.424 2.656 -2.614
H -1.411 3.634 -3.693
Cl -1.280 -1.868 6.181
C -0.872 -1.925 4.474
C -0.985 -3.108 3.798
C -0.653 -3.198 2.437
I -0.731 -5.012 1.418
C -0.194 -2.095 1.718
O 0.220 -2.099 0.501
C -0.113 -0.858 2.458
N 0.359 0.182 1.724
C 0.613 1.319 2.317
C 0.353 1.510 3.684
C -0.176 0.499 4.432
C -0.405 -0.757 3.830
H -1.324 -3.988 4.330
H 1.002 2.109 1.687
H 0.571 2.471 4.131
H -0.409 0.638 5.479
C -5.149 0.121 -2.135
C -5.138 -0.793 -0.911
C -4.210 -0.319 0.223
C -4.559 -1.109 1.499
C -3.667 -0.785 2.694
C -4.477 1.140 0.497
O -5.597 1.571 0.735
N -3.386 1.942 0.490
C -2.022 1.561 0.341
O -1.218 2.426 0.640
N -1.736 0.287 -0.062
C -2.741 -0.649 -0.144
O -2.518 -1.805 -0.464
H -5.759 -0.313 -2.931
H -4.142 0.263 -2.524
H -5.567 1.100 -1.889
H -4.794 -1.787 -1.194
H -6.150 -0.877 -0.507
H -4.467 -2.168 1.252
H -5.601 -0.895 1.743
H -2.618 -0.965 2.455
H -3.923 -1.415 3.548
H -3.771 0.260 3.002
H -3.515 2.912 0.723
F 1.482 -4.407 -2.529
C 2.394 -3.440 -2.337
F 2.657 -3.375 -1.026
F 3.524 -3.825 -2.955
S 1.808 -1.819 -2.997
O 2.985 -1.000 -2.999
O 1.261 -2.161 -4.287
O 0.748 -1.469 -2.032

Gap between HOMO and LUMO (alpha / beta) ... 5.1 / 5.3 eV
Multiplicity ... 4
F_max ... 1.23 eV/A
Charge ... -2
E_LUMO (alpha / beta) ... 0.1383 / 0.1383 Eh
E_HOMO (alpha / beta) ... -1.32 / -1.57 eV
Relative energy (zero: lowest compared OMol25 entry of this formula, charge and spin) ... 0.8 kcal/mol